Molecular formula: C27H63NO5PS
Method: DFT, ωB97M-V with the def2-TZVPD basis set

Structure (XYZ):
```
98
Properties=species:S:1:pos:R:3:forces:R:3
C -8.267 0.740 3.894 -0.04 -0.01 -0.26
P -8.175 1.732 2.342 -0.14 0.26 -0.17
C -9.760 1.172 1.587 0.19 -0.27 0.06
C -6.897 0.807 1.311 0.21 -0.19 0.11
S -7.410 1.100 -0.429 -0.29 0.27 0.01
C -6.836 -0.692 1.623 -0.01 0.08 -0.17
C -5.702 -1.490 0.928 0.01 -0.42 0.13
C -5.212 -2.639 1.847 0.30 0.29 -0.31
C -6.212 -2.128 -0.363 -0.15 -0.11 0.18
N -4.563 -0.569 0.607 -0.70 0.49 -0.17
O -4.496 -0.199 -0.615 0.25 -0.20 -0.12
C -4.305 0.541 1.565 0.42 0.23 0.30
C -3.056 1.319 1.106 0.22 -0.18 0.32
C -4.022 0.014 2.981 0.05 -0.06 -0.24
C -5.537 1.478 1.609 -0.26 -0.10 0.21
H -8.998 1.234 4.534 0.09 0.05 0.11
H -7.297 0.736 4.388 0.00 -0.02 0.17
H -8.607 -0.282 3.724 0.05 -0.07 0.04
H -9.695 0.139 1.239 -0.07 0.01 -0.05
H -10.024 1.820 0.756 -0.11 -0.01 -0.03
H -10.536 1.206 2.351 -0.06 0.15 0.00
H -6.221 1.468 -0.905 0.16 -0.10 -0.07
H -6.738 -0.807 2.699 0.03 -0.02 0.09
H -7.784 -1.159 1.345 -0.01 -0.04 0.06
H -4.209 -2.433 2.205 0.00 -0.04 0.16
H -5.869 -2.782 2.702 -0.06 -0.10 0.03
H -5.144 -3.562 1.276 -0.10 -0.10 0.05
H -6.880 -2.940 -0.069 -0.04 0.01 -0.01
H -6.776 -1.433 -0.973 0.14 0.05 -0.14
H -5.392 -2.560 -0.931 0.04 0.05 -0.07
H -2.256 1.215 1.840 0.02 -0.01 -0.02
H -3.261 2.386 1.031 -0.02 0.01 -0.14
H -2.683 0.949 0.158 -0.12 0.10 -0.17
H -4.912 -0.340 3.494 -0.02 -0.10 0.08
H -3.284 -0.784 2.943 0.07 -0.02 0.06
H -3.581 0.824 3.559 -0.14 0.08 0.07
H -5.580 1.882 2.626 0.08 0.08 0.01
H -5.412 2.340 0.959 0.04 -0.01 -0.08
C -0.294 5.074 2.111 0.02 -0.05 -0.04
C -0.170 4.224 3.364 -0.02 0.09 0.00
O -0.134 2.831 3.113 -0.07 -0.09 0.07
C 0.930 2.378 2.297 0.05 -0.04 -0.12
C 2.313 2.649 2.866 -0.01 0.03 0.06
H -1.181 4.790 1.542 0.00 0.00 0.00
H -0.379 6.127 2.384 -0.02 0.01 0.02
H 0.571 4.972 1.454 0.02 0.03 0.02
H -1.046 4.372 3.996 0.00 -0.02 0.01
H 0.701 4.533 3.953 0.03 0.00 -0.03
H 0.842 2.794 1.286 0.02 0.02 0.01
H 0.778 1.301 2.207 -0.03 -0.01 0.01
H 2.518 3.717 2.958 0.01 0.00 -0.06
H 3.070 2.224 2.205 0.01 -0.02 0.01
H 2.422 2.200 3.854 -0.02 -0.02 0.00
C 3.344 3.021 -0.903 0.01 0.05 0.04
C 2.211 2.642 -1.839 0.05 -0.08 0.01
O 1.249 3.665 -2.029 -0.09 -0.02 0.03
C 1.730 4.875 -2.581 0.01 0.08 -0.01
C 2.353 4.727 -3.959 0.01 -0.08 0.00
H 2.942 3.329 0.065 0.02 0.01 0.00
H 4.004 2.165 -0.754 -0.03 -0.02 0.01
H 3.945 3.844 -1.292 0.02 -0.03 -0.04
H 1.650 1.808 -1.417 -0.02 0.00 0.00
H 2.608 2.299 -2.801 0.02 0.04 -0.01
H 2.434 5.361 -1.895 0.03 -0.03 -0.01
H 0.854 5.521 -2.644 -0.01 0.00 0.01
H 3.248 4.104 -3.940 0.02 0.03 0.02
H 2.640 5.706 -4.344 -0.02 0.02 0.00
H 1.642 4.276 -4.653 -0.01 0.01 0.00
C 5.760 -2.134 -1.842 -0.09 0.01 0.01
C 6.015 -0.901 -0.994 0.09 -0.04 -0.03
O 4.838 -0.260 -0.532 -0.03 0.13 -0.02
C 3.981 -1.038 0.283 -0.08 -0.03 0.03
C 4.624 -1.534 1.566 0.08 0.02 -0.02
H 5.132 -1.885 -2.700 0.01 0.01 -0.01
H 6.703 -2.542 -2.207 0.01 -0.01 0.00
H 5.263 -2.925 -1.281 0.05 -0.03 0.01
H 6.529 -0.144 -1.588 -0.01 0.02 0.01
H 6.674 -1.144 -0.153 -0.03 -0.03 0.01
H 3.562 -1.875 -0.287 0.04 -0.02 0.00
H 3.148 -0.375 0.524 -0.01 0.01 -0.02
H 5.450 -2.220 1.373 -0.03 -0.03 -0.01
H 3.887 -2.067 2.167 -0.02 0.01 0.01
H 5.009 -0.697 2.150 -0.01 0.00 0.01
C 6.642 -4.584 -5.387 -0.06 -0.04 0.04
C 7.693 -4.700 -4.297 0.03 0.03 -0.06
O 7.202 -5.211 -3.071 0.02 0.06 0.08
C 6.647 -6.513 -3.117 -0.05 -0.07 0.01
C 7.619 -7.588 -3.571 0.06 0.05 -0.03
H 5.809 -3.966 -5.050 0.00 0.01 0.00
H 7.078 -4.126 -6.275 0.01 0.02 0.00
H 6.244 -5.557 -5.680 0.04 -0.01 -0.03
H 8.076 -3.708 -4.052 0.01 0.00 0.02
H 8.547 -5.290 -4.647 -0.02 -0.03 -0.01
H 5.743 -6.526 -3.737 0.03 0.00 -0.03
H 6.330 -6.716 -2.094 0.00 0.02 0.01
H 7.948 -7.438 -4.600 -0.04 -0.02 -0.02
H 7.140 -8.566 -3.518 -0.01 -0.01 0.02
H 8.503 -7.599 -2.932 0.00 -0.01 0.01
```
Positions in Å, forces in eV/Å.

Output
Calculated total energy (eV): -60868.694
LUMO energy (alpha / beta) (eV): 0.760 / 0.637
Highest occupied orbital energy (alpha / beta) (hartree): -0.2974 / -0.3092
<S²>: 0.75
Multiplicity: 2

Molecular formula: C13H19FNbO4
Method: DFT, ωB97M-V with the def2-TZVPD basis set

Structure (XYZ):
```
38
Properties=species:S:1:pos:R:3:forces:R:3
C -2.229 -2.098 1.189 0.09 0.13 0.45
C -1.589 -1.095 2.304 -0.92 -1.45 -1.07
F -1.950 0.268 1.915 -0.02 -0.86 0.55
Nb 0.690 -1.491 2.254 -0.52 1.52 -0.40
C 1.179 0.607 1.513 1.34 1.71 -1.11
C 2.376 0.615 0.417 0.82 1.12 0.52
O 3.349 1.414 0.450 -2.87 -2.80 -0.22
C 2.196 -0.471 -0.775 -0.76 -1.21 -2.11
C 3.110 -1.721 -0.940 -3.62 1.10 -2.95
C 2.756 -2.690 -2.127 -2.07 3.14 0.90
C 1.538 -2.397 -3.068 0.66 2.17 2.31
C 0.650 -1.127 -2.911 3.47 -0.46 3.16
C 0.992 -0.173 -1.743 1.96 -3.09 -0.64
H -3.377 -2.009 1.126 1.59 -0.15 0.12
H -1.762 -1.939 0.150 -0.79 -0.06 1.69
H -1.928 -3.165 1.506 -0.59 1.54 -0.46
H -2.040 -1.332 3.340 0.36 0.62 -1.58
H 0.914 -0.879 3.964 0.02 -0.30 0.65
H 0.480 -3.162 2.998 0.22 0.06 0.20
H 0.450 -2.173 0.592 -0.03 -0.75 -0.11
H 2.477 -1.919 2.089 0.03 -0.12 -0.14
H 1.426 1.308 2.402 -0.02 -0.97 -1.55
H 0.293 1.120 0.970 1.03 -1.28 0.76
H 3.964 -1.894 -0.211 -1.37 0.16 -1.17
H 3.382 -3.631 -2.260 -1.06 1.43 0.09
H 1.274 -3.122 -3.906 0.56 1.01 1.32
H -0.226 -0.847 -3.579 1.38 -0.69 0.91
H 0.336 0.747 -1.589 1.15 -1.48 -0.11
C -2.328 4.156 -0.369 -0.33 0.61 0.34
C -1.438 3.116 0.242 0.33 -0.01 0.96
O -1.503 2.050 -0.694 -0.30 0.33 -0.73
C -1.849 2.589 -1.894 0.11 -0.71 -0.73
O -1.829 1.994 -2.934 -0.03 0.51 0.78
O -2.219 3.893 -1.761 0.15 -0.43 -0.17
H -2.002 5.172 -0.139 -0.03 -0.07 -0.22
H -3.374 4.041 -0.068 0.05 -0.03 -0.02
H -0.400 3.450 0.326 -0.05 -0.03 -0.04
H -1.787 2.793 1.224 0.09 -0.24 -0.19
```
Positions in Å, forces in eV/Å.

Output
Net charge: -1
Calculated total energy (eV): -26236.348
LUMO energy (eV): 2.266
Highest occupied orbital energy (hartree): -0.1815

Molecular formula: C22H12B4Br6O34V
Method: DFT, ωB97M-V with the def2-TZVPD basis set

Structure (XYZ):
```
79
Properties=species:S:1:pos:R:3:forces:R:3
O -1.629 -2.194 5.001 1.30 -2.51 -3.15
V -0.873 -2.940 3.763 2.00 1.48 4.33
O -0.370 -4.379 4.363 -1.48 3.12 -1.77
O 1.917 -0.118 6.464 1.61 1.48 -5.07
C 2.248 0.128 5.257 -1.05 -1.60 5.01
O 3.212 0.925 4.777 -2.45 -1.22 0.54
B 3.097 0.784 3.323 1.47 1.86 -2.27
O 2.249 -0.381 3.010 0.27 0.87 -0.32
C 1.660 -0.726 4.074 -0.53 -1.16 -0.30
O 0.899 -1.697 4.052 -0.93 -0.27 1.09
O 4.418 0.562 2.757 -0.09 -0.05 0.25
C 4.637 1.413 1.758 1.77 -0.64 -1.47
O 5.592 1.301 1.006 -1.42 0.65 1.11
C 3.449 2.400 1.702 0.57 2.92 -3.59
O 2.579 1.999 2.566 -0.94 -1.30 2.25
O 3.333 3.342 0.906 0.68 -2.73 2.48
O -3.650 0.597 0.621 1.16 1.12 1.80
C -2.891 1.212 1.362 -0.58 -0.63 -1.61
O -2.583 2.504 1.320 -0.99 -1.31 -0.59
B -1.495 2.818 2.223 -0.24 0.49 -1.71
O -1.174 1.573 2.848 0.34 -3.72 0.94
C -1.946 0.547 2.437 0.27 1.80 -0.64
O -1.912 -0.626 2.742 0.44 0.28 0.15
O -1.944 3.752 3.216 -2.23 -1.68 0.48
C -1.054 4.619 3.398 3.60 2.93 -0.70
O -0.999 5.467 4.240 -0.19 0.29 0.66
C 0.001 4.475 2.180 2.93 4.68 -0.58
O -0.357 3.465 1.506 -1.61 -3.12 -0.27
O 0.890 5.266 1.787 -2.69 -2.05 2.33
O -0.730 5.726 -0.899 -3.14 1.64 -0.46
C -1.801 6.304 -1.080 2.76 -0.71 0.63
O -1.962 7.646 -1.192 -0.73 -0.18 -0.63
B -3.309 7.886 -1.790 0.20 -0.45 0.58
O -4.065 6.658 -1.561 0.43 -0.66 0.67
C -3.197 5.664 -1.233 -0.58 -1.14 -0.48
O -3.451 4.486 -1.164 0.05 1.81 0.14
O -4.034 9.108 -1.256 0.84 -0.56 1.89
C -4.325 9.966 -2.154 -1.05 -0.09 -3.33
O -4.865 11.054 -2.117 0.74 -0.93 0.63
C -4.021 9.169 -3.554 -0.01 0.92 -1.25
O -3.284 8.098 -3.238 -0.67 1.46 -0.89
O -4.399 9.501 -4.681 0.89 -0.76 2.44
O -1.830 2.290 -1.907 2.26 -2.55 0.88
C -0.994 1.467 -1.539 -0.04 5.11 -1.06
O -1.147 0.212 -1.328 -0.89 -2.36 -0.17
B 0.072 -0.464 -0.995 0.20 2.12 0.65
O 1.156 0.569 -1.023 -0.81 -0.14 -0.42
C 0.580 1.780 -1.260 1.56 4.99 -0.57
O 1.157 2.927 -1.303 -2.85 -6.46 0.11
O 0.260 -1.695 -1.796 0.73 -1.39 1.00
C 0.459 -2.703 -0.971 1.61 -3.90 -1.49
O 0.787 -3.909 -1.232 -1.19 4.48 0.40
C 0.262 -2.260 0.461 -2.14 2.33 3.63
O -0.066 -0.936 0.419 1.36 -4.06 0.51
O 0.222 -2.975 1.519 -0.32 1.65 -2.74
Br 0.372 -6.617 0.510 0.29 -0.35 0.35
C 2.268 -6.960 0.991 -0.51 0.35 0.05
C 3.061 -5.853 0.308 0.14 -0.45 0.31
Br 4.932 -5.943 1.060 -0.98 0.14 -0.63
H 2.420 -8.006 0.722 0.41 0.37 -0.41
H 2.366 -6.898 2.075 -0.27 0.22 -0.12
H 2.617 -4.883 0.530 0.36 -0.05 0.39
H 3.072 -5.912 -0.780 0.41 -0.34 0.16
Br -1.463 -8.043 -3.652 -0.54 -0.07 0.32
C -2.325 -6.788 -2.391 -0.17 -1.67 0.17
C -1.505 -5.592 -2.336 0.09 2.25 -0.57
Br -1.785 -4.520 -3.985 -0.19 -0.37 0.50
H -2.350 -7.251 -1.405 0.31 -0.35 -0.07
H -3.371 -6.635 -2.658 0.29 0.11 -0.43
H -0.421 -5.685 -2.271 -0.38 -0.34 0.20
H -1.876 -4.956 -1.532 0.22 0.12 0.00
Br 0.755 -2.490 -4.925 0.66 0.21 -0.33
C 2.456 -3.130 -4.288 1.04 -0.47 1.30
C 2.364 -4.625 -3.985 -1.10 0.12 -0.81
Br 4.097 -5.414 -3.493 -0.62 0.29 -0.11
H 2.685 -2.663 -3.330 -0.41 0.39 -0.02
H 3.313 -2.860 -4.905 -0.48 -0.13 -0.56
H 1.929 -5.157 -4.831 0.65 -0.19 -0.24
H 1.609 -4.779 -3.214 0.60 0.04 0.49
```
Positions in Å, forces in eV/Å.

Output
Net charge: -3
Relative energy (zero: lowest compared OMol25 entry of this formula, charge and spin) (kcal/mol): 154.58
Calculated total energy (eV): -541293.551
LUMO energy (eV): 2.324
Highest occupied orbital energy (hartree): -0.0986

Molecular formula: C34H68F3N5O13PS
Method: DFT, ωB97M-V with the def2-TZVPD basis set

Structure (XYZ):
```
125
Properties=species:S:1:pos:R:3:forces:R:3
C -2.147 -4.740 3.416 0.10 0.18 -0.11
C -2.663 -3.681 2.414 -0.06 -0.27 0.14
P -1.963 -2.026 2.791 1.08 0.05 -0.13
C -2.414 -1.690 4.539 -0.56 0.38 -0.54
C -3.039 -0.809 1.962 -0.24 0.06 -0.17
C -3.300 0.389 2.627 0.03 -0.26 0.08
C -4.372 1.177 2.276 -0.14 0.23 -0.28
C -4.791 2.284 3.217 -0.77 -0.03 0.96
O -5.335 1.986 4.249 0.76 0.24 -0.71
O -4.504 3.521 2.798 0.53 -0.47 -0.39
C -3.677 4.302 3.707 -0.12 0.13 0.41
C -2.237 3.825 3.689 -0.28 0.16 -0.11
C -1.525 4.123 2.369 0.20 -0.17 0.25
C -0.362 3.188 1.979 -0.34 -0.06 0.10
N -0.458 1.788 2.488 0.95 0.14 -0.50
C 0.443 1.437 3.540 -0.16 0.06 0.20
N 0.413 1.928 4.704 -0.03 0.09 0.15
N 1.412 0.460 3.241 -0.52 -0.22 -0.42
C -5.062 0.833 1.113 0.06 0.43 0.05
S -6.484 1.677 0.502 -1.59 -0.11 -0.11
O -7.373 1.958 1.581 0.48 0.19 0.33
O -6.957 0.914 -0.613 0.40 0.08 -0.25
C -5.911 3.352 -0.163 0.14 -0.44 0.14
F -6.428 4.287 0.581 -0.15 0.45 0.36
F -6.324 3.486 -1.399 -0.10 -0.08 -0.37
F -4.584 3.414 -0.128 0.36 -0.03 -0.06
C -4.635 -0.211 0.349 0.11 0.08 -0.37
N -3.622 -0.990 0.740 0.05 -0.38 0.62
C -3.085 -1.986 -0.260 0.01 0.03 -0.86
N -1.714 -1.805 -0.584 -0.13 -0.18 0.53
H -2.940 -5.448 3.629 0.01 -0.12 0.03
H -1.813 -4.319 4.359 -0.07 -0.01 0.11
H -1.298 -5.275 2.999 0.02 -0.07 -0.02
H -2.287 -3.972 1.437 -0.10 0.01 -0.11
H -3.751 -3.699 2.385 -0.07 0.17 -0.01
H -3.496 -1.605 4.639 -0.05 -0.17 0.20
H -1.988 -0.730 4.816 0.25 -0.09 0.24
H -2.025 -2.473 5.175 0.11 0.01 0.11
H -2.642 0.665 3.432 -0.26 -0.04 0.33
H -3.759 5.331 3.374 -0.15 0.04 -0.08
H -4.100 4.203 4.704 -0.08 0.11 0.04
H -2.240 2.761 3.927 0.12 -0.08 0.01
H -1.747 4.350 4.511 0.11 -0.13 0.10
H -1.107 5.125 2.462 -0.10 0.14 -0.28
H -2.255 4.136 1.560 -0.10 -0.02 -0.02
H 0.599 3.625 2.247 0.04 -0.03 0.23
H -0.366 3.107 0.894 0.07 0.07 -0.06
H -0.204 1.192 1.712 -0.29 -0.09 -0.08
H -0.354 2.585 4.801 -0.03 -0.02 0.07
H 1.179 -0.441 3.638 0.29 0.05 0.32
H 1.566 0.345 2.249 0.09 -0.02 -0.01
H -5.114 -0.433 -0.595 0.08 -0.05 -0.10
H -3.683 -1.820 -1.156 -0.14 0.04 0.04
H -3.282 -2.994 0.074 -0.01 -0.05 0.15
H -1.455 -0.837 -0.705 0.08 0.00 -0.23
H -1.081 -2.259 0.060 0.10 0.07 0.00
C -7.155 1.768 -4.225 -0.01 0.10 -0.12
O -5.958 1.183 -4.694 -0.01 -0.34 0.09
C -5.091 0.854 -3.630 0.01 0.24 -0.12
C -4.126 -0.248 -4.004 0.07 0.01 0.02
O -4.685 -1.549 -3.938 0.04 0.00 0.15
C -5.569 -1.925 -4.990 -0.13 -0.13 -0.01
C -4.872 -2.244 -6.291 -0.06 0.12 -0.16
O -4.508 -1.055 -6.965 0.16 0.04 0.20
C -3.453 -1.252 -7.881 -0.07 0.02 -0.07
H -6.944 2.691 -3.677 -0.08 0.01 0.03
H -7.771 2.004 -5.089 0.04 -0.01 -0.03
H -7.702 1.076 -3.576 0.01 0.05 0.05
H -5.675 0.535 -2.756 0.01 0.02 0.00
H -4.514 1.754 -3.361 0.01 -0.06 0.15
H -3.329 -0.252 -3.253 0.05 0.03 -0.02
H -3.667 -0.052 -4.975 -0.10 0.01 -0.04
H -6.344 -1.172 -5.141 0.07 0.07 -0.07
H -6.052 -2.839 -4.639 0.01 0.00 0.03
H -5.558 -2.823 -6.925 0.05 -0.09 0.03
H -3.985 -2.856 -6.087 -0.01 -0.03 0.02
H -2.554 -1.622 -7.373 -0.01 -0.04 -0.02
H -3.229 -0.289 -8.334 -0.03 0.01 -0.01
H -3.734 -1.958 -8.669 0.03 -0.02 0.01
C 5.856 1.900 -0.821 0.01 -0.08 0.05
O 5.804 1.804 0.585 0.03 0.15 0.00
C 7.027 1.341 1.137 -0.16 -0.05 -0.02
C 7.161 1.752 2.585 0.07 -0.06 0.08
O 7.560 3.099 2.773 0.00 -0.02 -0.02
C 6.584 4.101 2.550 0.05 0.12 -0.03
C 5.553 4.212 3.649 -0.16 -0.03 -0.07
O 4.588 3.182 3.533 0.09 -0.13 0.02
C 3.926 2.907 4.748 -0.11 0.01 -0.10
H 6.042 0.920 -1.275 0.05 0.05 -0.11
H 4.892 2.274 -1.163 -0.02 -0.02 0.00
H 6.638 2.597 -1.143 0.02 -0.03 -0.01
H 7.874 1.742 0.568 0.02 -0.01 0.01
H 7.049 0.244 1.077 0.11 0.00 -0.03
H 7.968 1.157 3.019 0.01 0.01 0.01
H 6.244 1.528 3.135 -0.06 0.02 -0.09
H 6.098 3.973 1.579 -0.09 -0.05 0.05
H 7.141 5.039 2.524 0.02 -0.01 0.00
H 5.051 5.187 3.571 0.06 0.04 0.08
H 6.055 4.154 4.622 0.03 0.02 0.00
H 4.633 2.602 5.528 0.01 0.07 0.01
H 3.231 2.091 4.564 -0.03 0.02 0.02
H 3.359 3.780 5.096 0.02 -0.01 0.07
C 4.073 -1.311 -1.133 0.08 0.04 0.00
O 5.135 -2.031 -1.707 -0.14 -0.16 0.00
C 6.034 -2.538 -0.733 0.02 0.14 -0.12
C 6.806 -3.720 -1.271 0.12 -0.04 0.03
O 6.079 -4.937 -1.266 -0.03 0.01 0.04
C 5.083 -5.107 -2.261 -0.08 -0.07 0.04
C 5.629 -5.400 -3.639 -0.07 0.12 -0.14
O 6.089 -4.214 -4.260 0.15 0.00 0.15
C 7.041 -4.467 -5.269 -0.07 0.04 -0.04
H 4.439 -0.443 -0.572 -0.10 0.00 0.08
H 3.429 -0.969 -1.942 0.03 0.02 -0.03
H 3.485 -1.949 -0.459 0.01 0.02 0.03
H 5.486 -2.844 0.166 0.02 -0.01 0.02
H 6.744 -1.745 -0.461 -0.01 -0.03 0.11
H 7.647 -3.893 -0.597 0.01 -0.01 -0.01
H 7.208 -3.499 -2.262 -0.09 0.07 -0.03
H 4.400 -4.254 -2.292 0.07 0.06 -0.08
H 4.514 -5.982 -1.940 0.01 -0.01 0.01
H 4.829 -5.838 -4.253 0.04 -0.11 0.02
H 6.444 -6.129 -3.555 0.00 -0.02 0.02
H 7.921 -4.978 -4.862 -0.01 -0.04 -0.02
H 7.351 -3.506 -5.675 -0.02 0.01 -0.01
H 6.617 -5.073 -6.077 0.03 -0.02 0.00
```
Positions in Å, forces in eV/Å.

Output
Net charge: +1
Relative energy (zero: lowest compared OMol25 entry of this formula, charge and spin) (kcal/mol): 0.00
Calculated total energy (eV): -98692.365
LUMO energy (eV): -4.612
Highest occupied orbital energy (hartree): -0.3893